1.
Density functional theory data (ωB97M-V with the def2-TZVPD basis set) for a single C4H5N3S molecule at a distorted geometry.

```
13
C4H5N3S (ωB97M-V with the def2-TZVPD basis set)
C 0.447 0.119 -0.736
C 0.572 0.533 0.589
C -0.334 -0.086 1.635
C -1.315 -0.948 1.154
H 1.661 1.676 -1.124
H 1.802 0.141 -2.224
H 1.146 1.407 0.719
H -2.278 -1.315 1.595
H -1.000 -0.594 -2.064
N 1.213 0.773 -1.667
N -1.355 -1.192 -0.118
N -0.379 -0.906 -1.029
S -0.180 0.394 3.270
```

The value obtained for the strongest force on any atom is 5.664 eV Å⁻¹. Its total energy is -19531.3205 eV. The LUMO energy is -0.59 eV. The calculation puts the HOMO-LUMO gap at 7.50 eV. The calculation puts the energy above the lowest of the compared OMol25 structures with the same formula, charge and spin at 343.53 kJ/mol.

natural (NBO) charges in e:
1. C 0.364
2. C -0.340
3. C -0.139
4. C -0.026
5. H 0.411
6. H 0.403
7. H 0.215
8. H 0.243
9. H 0.405
10. N -0.822
11. N -0.203
12. N -0.381
13. S -0.130

2.
Density functional theory data (ωB97M-V with the def2-TZVPD basis set) for a molecular structure, C19H23NO5S at a distorted geometry.

```
49
C19H23NO5S (ωB97M-V with the def2-TZVPD basis set)
C -2.469 -0.002 3.451
C -2.891 -0.147 1.938
H -3.806 0.532 1.798
H -3.206 -1.227 1.703
O -2.150 0.211 0.798
C -1.088 -0.455 0.762
C 0.009 -0.265 1.652
C 1.238 -0.840 1.182
C 1.262 -1.829 0.238
C 0.244 -2.107 -0.475
C -1.033 -1.131 -0.289
O -2.058 -1.564 -1.292
C -3.056 -1.002 -1.507
C -3.608 -1.039 -2.742
H -2.891 -0.924 -3.664
H -4.584 -0.556 -2.839
H -3.858 -2.340 -2.797
H -3.880 -1.078 -0.553
H -2.683 0.339 -1.385
H 0.189 -2.762 -1.126
C 2.539 -2.627 0.010
H 2.255 -3.582 0.080
H 3.222 -2.421 1.034
C 3.278 -2.006 -0.943
N 3.407 -0.444 -1.307
C 4.394 0.067 -0.326
O 5.299 -0.641 0.189
C 4.058 1.708 -0.222
H 4.075 1.812 0.966
H 4.765 2.060 -0.742
O 2.718 1.978 -0.670
C 1.807 2.324 0.170
O 2.160 2.658 1.454
C 0.493 2.373 -0.314
C -0.624 3.016 0.276
C -1.666 3.257 -0.542
C -1.412 2.456 -1.941
S 0.179 1.921 -1.614
H -2.120 2.346 -2.583
H -2.784 3.586 -0.224
H -0.500 3.433 1.418
H 2.446 -0.035 -1.115
H 4.266 -2.482 -1.095
H 2.788 -2.477 -2.017
H 2.014 -0.595 1.851
H 0.211 0.571 2.224
H -2.175 0.924 3.615
H -1.510 -0.772 3.554
H -3.265 -0.223 3.960
```

The value obtained for the strongest force on any atom is 19.707 eV Å⁻¹. Its total energy is -42620.4542 eV. The LUMO energy is -0.25 eV. The calculation puts the HOMO-LUMO gap at 7.89 eV. The calculation puts the energy above the lowest of the compared OMol25 structures with the same formula, charge and spin at 1840.37 kJ/mol.

natural (NBO) charges in e:
1. C -0.587
2. C -0.078
3. H 0.191
4. H 0.169
5. O -0.491
6. C 0.146
7. C -0.248
8. C -0.137
9. C -0.090
10. C -0.134
11. C 0.288
12. O -0.508
13. C 0.061
14. C -0.604
15. H 0.223
16. H 0.236
17. H 0.150
18. H 0.101
19. H 0.047
20. H 0.188
21. C -0.443
22. H 0.245
23. H 0.179
24. C -0.211
25. N -0.642
26. C 0.677
27. O -0.575
28. C -0.148
29. H 0.268
30. H 0.193
31. O -0.491
32. C 0.808
33. O -0.667
34. C -0.666
35. C -0.192
36. C -0.235
37. C -0.446
38. S 0.838
39. H 0.216
40. H 0.251
41. H 0.257
42. H 0.396
43. H 0.238
44. H 0.166
45. H 0.212
46. H 0.238
47. H 0.200
48. H 0.203
49. H 0.207

3.
Density functional theory data (ωB97M-V with the def2-TZVPD basis set) for a molecular structure, C21H41As3O4SV.

```
71
C21H41As3O4SV (ωB97M-V with the def2-TZVPD basis set)
V 0.497 0.109 0.118
C 0.693 -0.025 3.187
C 0.625 1.481 3.117
O 0.202 1.782 1.784
C 0.285 3.172 1.441
C 0.033 3.230 -0.043
O 0.825 2.200 -0.677
C 2.189 2.587 -0.943
C 2.951 1.305 -1.183
O 2.600 0.363 -0.142
C 3.314 0.560 1.096
C 2.804 -0.511 2.024
O 1.358 -0.521 2.003
H -0.299 -0.473 3.163
H 1.213 -0.375 4.078
H 1.602 1.941 3.303
H -0.083 1.880 3.846
H 1.278 3.546 1.708
H -0.458 3.750 1.994
H 0.286 4.204 -0.462
H -1.002 3.003 -0.292
H 2.588 3.146 -0.094
H 2.220 3.235 -1.821
H 4.030 1.456 -1.189
H 2.660 0.824 -2.113
H 3.114 1.564 1.478
H 4.385 0.448 0.920
H 3.165 -0.370 3.042
H 3.123 -1.491 1.668
C -3.055 -1.609 0.347
As -2.109 0.073 0.508
C -2.832 0.814 2.152
C -2.845 1.205 -0.873
C -4.031 1.907 -0.690
C -4.524 2.715 -1.707
C -3.836 2.822 -2.908
C -2.654 2.118 -3.100
C -2.155 1.312 -2.083
As -0.562 0.253 -2.323
C 0.445 1.148 -3.717
C -1.192 -1.328 -3.248
H -4.122 -1.404 0.267
H -2.867 -2.211 1.235
H -2.716 -2.151 -0.531
H -3.912 0.680 2.164
H -2.597 1.874 2.228
H -2.420 0.284 3.009
H -4.588 1.840 0.237
H -5.447 3.260 -1.561
H -4.222 3.450 -3.699
H -2.140 2.210 -4.048
H 0.684 2.169 -3.428
H -0.158 1.164 -4.624
H 1.353 0.587 -3.933
H -1.743 -1.003 -4.129
H -1.846 -1.913 -2.607
H -0.342 -1.937 -3.549
C 0.417 -5.374 -0.290
As 1.289 -3.864 0.512
C 0.943 -3.898 2.402
C 3.176 -4.047 0.191
S 0.412 -2.166 -0.544
H 0.789 -6.283 0.183
H 0.647 -5.390 -1.354
H -0.657 -5.287 -0.142
H 1.356 -4.814 2.823
H -0.134 -3.881 2.562
H 1.410 -3.037 2.872
H 3.444 -5.083 0.407
H 3.757 -3.390 0.834
H 3.386 -3.832 -0.854
```

The multiplicity is 3. The net charge is +3. The value obtained for the strongest force on any atom is 0.708 eV Å⁻¹. Its total energy is -249646.5425 eV. The LUMO energy (alpha / beta) is -9.31 / -8.69 eV. The calculation puts the HOMO-LUMO gap (alpha / beta) at 7.84 / 8.44 eV. The calculation puts the energy above the lowest of the compared OMol25 structures with the same formula, charge and spin at 1.15 kJ/mol.

Löwdin charges in e:
1. V 0.487
2. C -0.113
3. C -0.123
4. O -0.262
5. C -0.116
6. C -0.100
7. O -0.302
8. C -0.115
9. C -0.094
10. O -0.259
11. C -0.101
12. C -0.103
13. O -0.300
14. H 0.122
15. H 0.154
16. H 0.144
17. H 0.158
18. H 0.140
19. H 0.157
20. H 0.161
21. H 0.122
22. H 0.138
23. H 0.154
24. H 0.159
25. H 0.121
26. H 0.136
27. H 0.162
28. H 0.159
29. H 0.112
30. C -0.242
31. As 1.145
32. C -0.235
33. C -0.422
34. C -0.073
35. C -0.026
36. C -0.025
37. C -0.069
38. C -0.415
39. As 1.122
40. C -0.228
41. C -0.262
42. H 0.057
43. H 0.042
44. H 0.005
45. H 0.052
46. H 0.043
47. H 0.033
48. H 0.109
49. H 0.128
50. H 0.129
51. H 0.109
52. H 0.040
53. H 0.052
54. H 0.045
55. H 0.058
56. H 0.015
57. H 0.038
58. C -0.221
59. As 0.852
60. C -0.206
61. C -0.211
62. S 0.290
63. H 0.064
64. H 0.058
65. H 0.052
66. H 0.066
67. H 0.054
68. H 0.024
69. H 0.064
70. H 0.032
71. H 0.056

4.
Density functional theory data (ωB97M-V with the def2-TZVPD basis set) for 11 unconnected molecules or ions with the total composition C44H121N11O11 at a distorted geometry.

```
187
C44H121N11O11 (ωB97M-V with the def2-TZVPD basis set)
C 3.708 -4.576 2.761
C 3.561 -4.956 1.313
C 4.848 -5.301 0.617
O 5.903 -4.317 0.697
C 5.484 -3.127 0.087
N 2.592 -5.964 1.122
H 4.410 -3.749 2.870
H 4.029 -5.422 3.370
H 2.756 -4.324 3.228
H 3.126 -4.091 0.812
H 4.590 -5.571 -0.407
H 5.196 -6.271 0.972
H 5.236 -3.133 -0.974
H 6.322 -2.433 0.156
H 4.628 -2.615 0.526
H 2.894 -6.783 1.630
H 1.728 -5.661 1.549
C -1.955 0.183 7.133
C -3.457 -0.126 6.916
C -3.708 -0.620 5.501
O -4.993 -0.754 5.117
C -5.716 0.471 4.876
N -3.899 -1.086 7.876
H -1.751 0.873 7.952
H -1.460 0.610 6.260
H -1.385 -0.699 7.423
H -4.039 0.780 7.081
H -3.290 -1.617 5.365
H -3.194 -0.111 4.685
H -5.627 1.217 5.665
H -6.761 0.164 4.821
H -5.338 0.936 3.965
H -4.352 -1.805 7.330
H -4.736 -0.720 8.309
C -4.915 -10.212 -1.759
C -4.410 -8.765 -1.680
C -3.871 -8.306 -0.271
O -3.207 -7.082 -0.312
C -3.169 -6.513 1.004
N -3.446 -8.658 -2.713
H -5.407 -10.448 -2.703
H -5.639 -10.378 -0.961
H -4.182 -10.967 -1.473
H -5.233 -8.087 -1.905
H -3.126 -9.008 0.103
H -4.659 -8.279 0.482
H -2.634 -7.113 1.740
H -4.192 -6.325 1.331
H -2.622 -5.573 0.932
H -2.730 -9.343 -2.519
H -2.867 -7.843 -2.566
C -4.050 5.457 -6.994
C -3.736 4.075 -6.337
C -4.984 3.175 -6.045
O -4.715 2.067 -5.232
C -5.874 1.423 -4.782
N -2.827 3.398 -7.245
H -4.553 5.966 -6.171
H -4.825 5.340 -7.752
H -3.177 6.022 -7.319
H -3.324 4.225 -5.339
H -5.443 2.826 -6.970
H -5.689 3.759 -5.454
H -5.699 0.692 -3.993
H -6.383 0.918 -5.603
H -6.594 2.111 -4.340
H -2.593 2.475 -6.907
H -2.002 3.978 -7.284
C 1.994 1.032 1.653
C 1.123 -0.036 0.941
C -0.367 0.350 0.792
O -1.035 -0.846 0.307
C -2.406 -0.690 -0.011
N 1.515 -0.234 -0.450
H 3.071 0.873 1.601
H 1.763 1.055 2.719
H 1.825 2.071 1.370
H 1.215 -0.995 1.451
H -0.564 1.106 0.032
H -0.849 0.595 1.739
H -2.987 -0.587 0.906
H -2.908 -1.509 -0.526
H -2.591 0.176 -0.646
H 1.580 0.574 -1.052
H 0.831 -0.862 -0.846
C -4.444 5.078 -0.879
C -5.000 6.505 -1.043
C -5.781 6.880 0.232
O -6.925 6.099 0.371
C -7.736 6.478 1.514
N -3.936 7.456 -1.316
H -3.887 4.851 0.029
H -3.775 4.869 -1.714
H -5.246 4.348 -0.999
H -5.681 6.558 -1.893
H -6.061 7.933 0.239
H -5.212 6.720 1.148
H -7.862 7.551 1.658
H -7.420 5.974 2.428
H -8.747 6.118 1.321
H -3.531 7.736 -0.435
H -4.375 8.329 -1.571
C 1.837 -3.946 -3.996
C 0.394 -3.948 -3.414
C -0.745 -3.664 -4.479
O -0.613 -2.524 -5.372
C -0.703 -1.301 -4.627
N 0.173 -5.175 -2.684
H 2.121 -2.919 -4.225
H 1.886 -4.507 -4.929
H 2.492 -4.481 -3.309
H 0.273 -3.139 -2.692
H -1.635 -3.630 -3.849
H -0.759 -4.569 -5.087
H -0.380 -0.545 -5.342
H -0.060 -1.251 -3.748
H -1.701 -1.099 -4.239
H -0.652 -5.083 -2.109
H 0.893 -5.167 -1.975
C 4.834 2.050 -3.274
C 3.743 2.077 -4.285
C 3.060 3.420 -4.471
O 2.241 3.865 -3.398
C 1.632 5.191 -3.573
N 4.441 1.617 -5.509
H 5.308 1.108 -2.997
H 4.438 2.440 -2.336
H 5.751 2.554 -3.581
H 3.036 1.276 -4.067
H 2.518 3.423 -5.417
H 3.812 4.203 -4.564
H 2.329 6.017 -3.714
H 0.812 5.373 -2.878
H 1.010 5.198 -4.468
H 5.177 2.299 -5.628
H 5.005 0.806 -5.299
C -8.087 -3.859 1.356
C -8.850 -3.861 0.055
C -8.119 -4.371 -1.207
O -8.966 -4.118 -2.385
C -8.356 -4.234 -3.653
N -10.032 -4.686 0.200
H -8.648 -3.183 2.001
H -7.026 -3.625 1.265
H -8.048 -4.864 1.775
H -9.108 -2.811 -0.085
H -7.860 -5.429 -1.210
H -7.212 -3.769 -1.258
H -8.968 -3.765 -4.422
H -8.115 -5.283 -3.827
H -7.466 -3.612 -3.752
H -10.524 -4.657 -0.681
H -9.711 -5.642 0.248
C 8.319 6.491 5.524
C 7.466 6.923 4.266
C 6.989 5.762 3.325
O 6.224 6.451 2.308
C 6.195 5.626 1.099
N 6.382 7.698 4.874
H 9.091 5.824 5.141
H 7.856 5.865 6.286
H 8.852 7.283 6.050
H 7.937 7.722 3.693
H 6.434 4.996 3.866
H 7.832 5.229 2.884
H 5.469 4.816 1.171
H 7.152 5.189 0.814
H 5.965 6.270 0.250
H 5.975 8.156 4.071
H 5.676 7.044 5.180
C 12.017 1.963 5.632
C 12.172 1.007 4.488
C 11.683 1.471 3.111
O 10.308 2.074 3.173
C 9.246 1.163 3.445
N 13.533 0.564 4.345
H 12.660 2.811 5.395
H 12.196 1.474 6.590
H 11.014 2.387 5.674
H 11.533 0.158 4.731
H 11.738 0.729 2.314
H 12.271 2.317 2.755
H 9.279 0.810 4.476
H 9.296 0.219 2.902
H 8.277 1.618 3.238
H 13.994 1.448 4.184
H 13.937 0.277 5.225
```

The value obtained for the strongest force on any atom is 3.340 eV Å⁻¹. Its total energy is -86492.9377 eV. The LUMO energy is 0.02 eV. The calculation puts the HOMO-LUMO gap at 9.10 eV. The calculation puts the energy above the lowest of the compared OMol25 structures with the same formula, charge and spin at 607.54 kJ/mol.

Löwdin atomic charge list, values in e, 99 entries:
1. C -0.055
2. C -0.520
3. C -0.188
4. O -0.151
5. C -0.140
6. N 0.040
7. H 0.078
8. H 0.082
9. H 0.075
10. H 0.125
11. H 0.121
12. H 0.128
13. H 0.089
14. H 0.089
15. H 0.074
16. H 0.077
17. H 0.077
18. C -0.060
19. C -0.440
20. C -0.283
21. O -0.182
22. C -0.063
23. N 0.046
24. H 0.068
25. H 0.065
26. H 0.073
27. H 0.123
28. H 0.136
29. H 0.121
30. H 0.076
31. H 0.092
32. H 0.086
33. H 0.067
34. H 0.073
35. C -0.069
36. C -0.439
37. C -0.221
38. O -0.197
39. C -0.095
40. N 0.034
41. H 0.080
42. H 0.068
43. H 0.075
44. H 0.130
45. H 0.124
46. H 0.114
47. H 0.087
48. H 0.083
49. H 0.083
50. H 0.075
51. H 0.065
52. C -0.053
53. C -0.424
54. C -0.210
55. O -0.189
56. C -0.125
57. N 0.030
58. H 0.066
59. H 0.075
60. H 0.074
61. H 0.123
62. H 0.129
63. H 0.116
64. H 0.086
65. H 0.088
66. H 0.082
67. H 0.068
68. H 0.065
69. C -0.057
70. C -0.393
71. C -0.173
72. O -0.226
73. C -0.114
74. N 0.023
75. H 0.070
76. H 0.068
77. H 0.072
78. H 0.133
79. H 0.123
80. H 0.117
81. H 0.077
82. H 0.082
83. H 0.082
84. H 0.071
85. H 0.048
86. C -0.061
87. C -0.422
88. C -0.253
89. O -0.186
90. C -0.082
91. N 0.031
92. H 0.077
93. H 0.065
94. H 0.072
95. H 0.140
96. H 0.115
97. H 0.123
98. H 0.083
99. H 0.084